Entry from the OMol25 dataset: a cluster of 6 separate species, C5H22N2O6 in total at a distorted geometry (the ωB97M-V functional and the def2-TZVPD basis).

Last column: Mulliken charge in e.
CARTESIAN COORDINATES (ANGSTROEM)
C (-2.3712, -0.4107, -1.5418)  -0.621
C (-3.1610, 0.8141, -1.0658)  -0.873
N (-2.7205, 1.5923, 0.0721)  -0.417
C (-1.3261, 1.8972, 0.0321)  -0.982
C (-0.4662, 0.9114, 0.8627)  0.904
N (0.8693, 0.9375, 0.7415)  0.052
C (1.5544, 1.9395, -0.0744)  -1.097
O (-1.0511, 0.0395, 1.5131)  -0.865
H (-1.5834, -0.2005, -2.1785)  0.070
H (-3.1273, -0.9872, -2.1011)  0.462
H (-2.1421, -1.0837, -0.7121)  0.219
H (-3.2036, 1.4811, -1.9176)  0.353
H (-4.2175, 0.5895, -0.9257)  0.447
H (-2.8278, 1.0114, 0.9042)  0.341
H (-1.1621, 2.9005, 0.3392)  0.442
H (-0.8796, 1.8024, -0.9606)  0.342
H (1.4918, 0.3343, 1.2562)  0.253
H (1.6044, 2.9574, 0.3170)  0.301
H (2.5266, 1.5480, -0.2367)  0.381
H (1.0745, 2.0767, -1.0184)  0.367
H (0.0141, -0.3786, -2.3769)  0.367
H (1.4506, -0.2247, -2.8191)  0.215
O (0.6849, 0.2992, -2.5893)  -0.595
H (3.7233, -2.1244, -1.1094)  0.231
H (2.6447, -1.3621, -0.0943)  0.417
O (2.9543, -1.6083, -0.9762)  -0.617
H (-0.3108, -1.0250, 2.6160)  0.436
H (0.1774, -0.5382, 4.0104)  0.305
O (0.3483, -1.2302, 3.3360)  -0.730
H (1.7649, -1.4378, 2.2205)  0.331
H (3.1377, -1.9214, 2.3285)  0.285
O (2.6452, -1.2785, 1.8341)  -0.704
H (1.2387, -2.3960, -1.5284)  0.329
H (-0.2573, -3.0100, -1.6334)  0.266
O (0.3020, -2.2432, -1.8138)  -0.612

Calculated values
Calculated total energy = -20807.497 eV
Energy above the lowest of the compared OMol25 structures with the same formula, charge and spin = 40.9 kcal/mol
SMILES = CCNCC(=O)NC.O.O.O.O.O
M = 206.24 g/mol
Lowest unoccupied orbital energy = 0.38 eV
Kohn-Sham gap = 9.22 eV
F_max = 3.64 eV/Å

Entry from the OMol25 dataset: a structure of composition C9H19F3I2O3PS2 at a distorted geometry (the ωB97M-V functional and the def2-TZVPD basis).

Last column: Mulliken charge in e.
CARTESIAN COORDINATES (ANGSTROEM)
C (-2.2363, -1.4416, 1.4743)  -1.414
C (-1.0643, -1.5698, 0.4810)  0.112
C (-1.3868, -0.9805, -0.9007)  -1.263
C (-0.2139, -0.3055, -1.6353)  0.545
C (1.1116, -1.0500, -1.5390)  -1.533
P (-0.1726, 1.5200, -1.1725)  -0.067
S (1.5794, 1.4048, 0.1139)  -0.306
I (-2.0165, 1.8515, -3.2475)  -0.382
C (-1.4427, 2.2180, 0.1169)  -0.409
I (-0.5260, 2.9355, 1.9279)  0.086
C (-2.3511, 3.3433, -0.4386)  -0.341
C (-3.0574, 4.2790, 0.5530)  -1.541
H (-2.3917, -2.3679, 2.0284)  0.347
H (-3.1769, -1.2306, 0.9592)  0.334
H (-2.0627, -0.6522, 2.2076)  0.318
H (-0.1910, -1.0896, 0.9219)  -0.061
H (-0.8061, -2.6237, 0.3870)  0.538
H (-1.7319, -1.7817, -1.5595)  0.468
H (-2.2368, -0.2980, -0.8313)  0.652
H (-0.4702, -0.2907, -2.6908)  0.366
H (1.9402, -0.4914, -1.9653)  0.477
H (1.3690, -1.4031, -0.5486)  -0.069
H (0.9988, -1.9449, -2.1622)  0.469
H (0.5954, 2.4034, -1.9249)  0.307
H (1.4270, 0.2811, 0.8250)  0.146
H (-2.0394, 1.3637, 0.4307)  0.352
H (-1.7636, 3.9612, -1.1183)  0.394
H (-3.1454, 2.8687, -1.0073)  0.234
H (-3.4497, 3.7553, 1.4232)  0.390
H (-2.4327, 5.1114, 0.8662)  0.393
H (-3.9186, 4.7071, 0.0311)  0.399
C (4.9319, -3.1208, 1.6000)  0.523
F (5.8166, -2.2026, 2.0130)  -0.243
F (5.6330, -4.1728, 1.1553)  -0.235
F (4.2531, -3.5284, 2.6824)  -0.240
S (3.8073, -2.4531, 0.2994)  1.282
O (4.7175, -2.0745, -0.7554)  -0.708
O (3.1574, -1.3503, 0.9877)  -0.627
O (2.9459, -3.5804, 0.0119)  -0.691

Calculated values
Calculated total energy = -71099.076 eV
M = 581.16 g/mol
Lowest unoccupied orbital energy = 1.91 eV
Kohn-Sham gap = 7.90 eV
F_max = 2.12 eV/Å
Total charge = -1

Entry from the OMol25 dataset: a structure of composition C20H42LiN5O4PS2 (the ωB97M-V functional and the def2-TZVPD basis).

Last column: Mulliken charge in e.
CARTESIAN COORDINATES (ANGSTROEM)
Li (-0.1504, 0.1134, -0.4681)  1.015
C (1.0869, -2.9886, 0.3557)  -0.903
C (2.1499, -1.9008, 0.5162)  -0.327
N (1.8253, -0.7024, -0.2355)  0.200
C (2.5740, -0.4803, -1.4548)  -1.034
C (1.6274, -0.2418, -2.6245)  -0.665
N (0.7197, 0.8113, -2.2446)  0.202
C (-0.0124, 1.4300, -3.3225)  -0.987
C (-1.2497, 0.6247, -3.7213)  -0.630
C (-2.3418, 0.6962, -2.6534)  -0.986
N (-1.9832, -0.0231, -1.4550)  0.263
C (-2.3236, -1.4243, -1.4356)  -0.784
C (-2.2305, -1.8911, 0.0144)  -0.951
N (-0.9306, -1.5683, 0.5657)  0.194
C (-0.1719, -2.6544, 1.1542)  -0.057
H (1.4990, -3.9291, 0.7324)  0.616
H (0.8376, -3.1120, -0.6969)  0.188
H (3.1235, -2.3064, 0.1910)  0.331
H (2.2191, -1.6621, 1.5787)  -0.364
H (1.9038, 0.1070, 0.3665)  0.214
H (3.2073, -1.3473, -1.6734)  0.462
H (3.2235, 0.3994, -1.3617)  0.342
H (1.0635, -1.1569, -2.8215)  0.217
H (2.2123, 0.0087, -3.5314)  0.472
H (1.2409, 1.5259, -1.7391)  0.185
H (0.6273, 1.5713, -4.2171)  0.436
H (-0.3363, 2.4156, -2.9829)  0.326
H (-0.9659, -0.4145, -3.8769)  0.261
H (-1.6487, 1.0189, -4.6607)  0.405
H (-3.2903, 0.3150, -3.0811)  0.436
H (-2.4881, 1.7438, -2.3807)  0.324
H (-2.4388, 0.4219, -0.6559)  0.181
H (-1.6210, -1.9858, -2.0617)  0.262
H (-3.3479, -1.6085, -1.8164)  0.508
H (-2.4236, -2.9695, 0.0632)  0.453
H (-3.0202, -1.3801, 0.5777)  0.370
H (-1.0341, -0.8534, 1.2761)  -0.125
H (-0.7934, -3.5561, 1.2458)  0.313
H (0.1465, -2.3624, 2.1556)  -0.512
C (4.3298, -0.4702, 6.1675)  -1.461
C (4.2107, -0.3011, 4.6599)  0.626
C (4.7647, -1.5236, 3.9274)  -1.038
O (2.8995, -0.0181, 4.2146)  -0.346
P (1.4575, -0.6117, 4.6776)  0.658
S (1.0848, -0.3321, 6.6029)  -0.524
S (0.2308, 0.0685, 3.2986)  -0.550
O (1.7295, -2.2353, 4.4071)  -0.227
C (1.1901, -3.2345, 5.2389)  0.635
C (2.3182, -4.1927, 5.6244)  -1.585
C (0.0578, -3.9800, 4.5375)  -1.486
H (5.3827, -0.5110, 6.4405)  0.483
H (3.8336, -1.3841, 6.4857)  0.205
H (3.8550, 0.3629, 6.6795)  0.372
H (4.7869, 0.5896, 4.3566)  0.282
H (4.1661, -2.3982, 4.1690)  0.071
H (5.7991, -1.6984, 4.2193)  0.477
H (4.7198, -1.3610, 2.8522)  0.190
H (0.7933, -2.7600, 6.1506)  0.290
H (2.7586, -4.6334, 4.7286)  0.346
H (1.9391, -4.9886, 6.2623)  0.430
H (3.0901, -3.6453, 6.1635)  0.244
H (0.4399, -4.5101, 3.6663)  0.258
H (-0.7092, -3.2798, 4.2145)  0.294
H (-0.3879, -4.6924, 5.2292)  0.502
O (1.5237, 2.7691, -0.1931)  -0.778
C (0.4330, 2.8150, 0.3669)  0.002
C (-0.0667, 4.0107, 1.1901)  -0.557
C (-1.4422, 3.5553, 1.6454)  -0.638
C (-1.6271, 2.2292, 0.9005)  0.101
O (-2.6829, 1.6119, 0.8397)  -0.779
N (-0.5027, 1.8704, 0.2705)  0.531
H (-0.1063, 4.8955, 0.5495)  0.242
H (0.6244, 4.2117, 2.0072)  0.285
H (-2.2456, 4.2490, 1.3925)  0.325
H (-1.4845, 3.3523, 2.7149)  0.269

Calculated values
Calculated total energy = -68234.924 eV
Energy above the lowest of the compared OMol25 structures with the same formula, charge and spin = 2.6 kcal/mol
M = 518.64 g/mol
Lowest unoccupied orbital energy = 2.26 eV
Kohn-Sham gap = 6.75 eV
F_max = 0.97 eV/Å
Total charge = -1